14
Properties=species:S:1:pos:R:3:forces:R:3 method="wB97M-V/def2-TZVPD" homo_energy_ev=-10.52 total_charge=0 e_lumo_ha=0.0106 smiles="[H]/N=C(/C)C#N.CCl" relative_energy_kj_mol=238.94
Cl -1.947243 0.430932 0.508708 0.00 -0.04 0.42
N 0.299129 -2.316322 0.651964 -0.41 -1.09 0.38
N 1.833511 0.085004 -0.886339 0.66 2.76 0.76
C 0.791900 -1.288255 0.629168 0.26 0.03 0.01
C 1.387173 -0.012037 0.293173 -0.58 -1.42 -1.14
C 1.292946 1.031273 1.322415 1.38 2.80 0.15
C -2.151504 -0.910928 -0.612476 -0.33 -0.38 -3.14
H -1.168189 -1.062136 -1.219544 -1.84 0.37 1.15
H 0.398013 1.072535 1.899939 -1.37 -0.36 -0.41
H -2.405503 -1.903538 -0.144236 0.12 1.40 -0.23
H 1.865978 -0.629065 -1.581725 -0.41 -1.12 0.34
H -2.981997 -0.520984 -1.371036 1.74 -1.29 1.64
H 1.399281 2.092716 0.806931 0.36 -2.21 1.40
H 1.939805 0.797669 2.217206 0.41 0.55 -1.33

7
Properties=species:S:1:pos:R:3:forces:R:3 method="wB97M-V/def2-TZVPD" homo_energy_ev="-20.50 / -23.41" multiplicity=7 total_charge=+2 s2=12.0053 e_lumo_ha="-0.3752 / -0.6104" relative_energy_kj_mol=0.00
Fe -1.267210 -0.732848 -2.477870 0.31 0.55 1.12
P 0.433598 -0.133185 0.293626 3.57 0.00 4.11
F 0.537076 -1.525845 0.975571 -0.28 2.07 -1.52
F 1.874529 0.168245 -0.202757 -2.46 -0.67 0.41
O -0.030778 0.937955 1.317418 -2.21 0.21 -2.24
O -0.624627 -0.041901 -0.777289 -1.47 -1.65 -4.03
H -0.922587 1.327579 0.871300 2.53 -0.50 2.14

How do the records compare in largest force on an atom? In the order shown, they have 0.0619; 0.1059 Eh/bohr.